[1]
17
Properties=species:S:1:pos:R:3:forces:R:3 method="wB97M-V/def2-TZVPD" energy_ha=-251.2305 lumo_energy_ev=-3.352 multiplicity=1 charge=+1 relative_energy_kcal_mol=25.0 homo_energy_ev=-15.90
H -0.36604 0.89937 -1.69979 0.10 0.46 0.18
N 0.20292 1.33875 0.31056 -0.92 -2.28 0.80
H 0.49772 -0.43557 -0.95271 0.33 0.62 0.28
H 3.85811 0.84625 0.06057 -0.33 -0.42 -0.14
C -1.53533 -0.31937 -0.35472 -0.17 1.27 -1.07
H -0.72604 1.61063 0.66540 0.49 2.11 -0.82
H -0.93801 -2.32747 0.06482 0.31 0.33 -0.05
C -0.23026 0.36321 -0.76675 0.10 -1.62 -0.07
H 0.46787 0.92028 1.21414 0.92 -0.73 -0.71
H -1.95528 -0.66057 -1.31076 -0.24 0.04 0.39
H -2.19113 -1.90108 1.08807 -0.70 0.55 -0.11
C -1.34243 -1.45230 0.58862 0.73 -1.35 0.92
O 2.99340 0.46002 -0.15930 -0.09 -0.01 0.19
H 3.08667 -0.50719 -0.13716 0.28 0.54 0.00
H 1.00253 1.87429 -0.02153 -0.45 0.98 0.28
H -0.65554 -1.22435 1.41643 0.03 0.06 -0.19
H -2.16917 0.51513 -0.00587 -0.39 -0.55 0.11


[2]
117
Properties=species:S:1:pos:R:3:forces:R:3 method="wB97M-V/def2-TZVPD" energy_ha=-3871.8226 lumo_energy_ev=-0.238 multiplicity=1 charge=0 relative_energy_kcal_mol=16.7 homo_energy_ev=-6.37
N 1.84648 2.32294 1.72315 0.16 -0.54 1.17
H 3.96450 -2.37047 -2.12433 -0.06 -0.09 0.27
H -0.59440 3.83940 -3.15483 -0.01 -0.05 0.01
S 2.94842 -2.63355 -6.54332 2.60 0.79 -0.09
H -1.02584 5.72689 0.06162 -0.01 0.13 0.02
H 1.87724 3.81152 3.65562 -0.10 -0.01 0.03
C 0.08972 2.65882 4.12927 -0.41 0.03 -0.35
C -0.39635 3.94882 -0.98621 -0.14 -0.61 -0.10
C 1.61384 -0.19215 6.09958 0.03 -0.08 0.14
H 2.80420 -1.78761 5.38094 0.12 -0.20 -0.04
C 0.90863 0.38624 0.98699 1.06 1.69 1.61
C 2.24899 -0.90558 5.11244 -0.02 -0.06 0.03
H -1.40691 -5.88648 -7.99395 -0.10 -0.03 0.01
O 4.07467 -3.48497 -6.00456 -3.07 2.02 -1.60
H 6.77786 -0.08292 -5.43553 0.06 0.14 -0.21
C -0.56563 -5.26526 -7.72927 -0.17 -0.01 0.02
C 3.72874 5.14267 -1.06136 0.01 -0.01 -0.01
O 3.27267 -1.53484 -7.52473 -0.98 -3.08 2.09
H 3.01653 -3.31025 1.92981 0.05 0.16 0.10
H 1.33531 3.95806 5.32395 -0.01 0.00 0.15
C 0.92886 0.95280 5.77243 -0.09 0.11 0.04
H 1.50247 -2.86978 2.72257 -0.01 0.00 -0.01
C 1.07377 4.31724 -1.04815 -0.47 -0.46 0.50
C 6.17266 -0.57153 -4.69548 1.08 -0.04 0.27
O -0.40735 -2.41001 -4.05362 1.59 0.68 -3.51
C -0.80507 -3.47863 1.26046 -0.11 -0.37 0.00
H 4.74846 -1.62150 4.02387 0.04 -0.02 0.07
C -1.08127 4.64559 0.18441 0.05 0.13 0.07
H -0.21391 2.58504 3.07010 0.04 0.14 0.37
H -1.69574 -4.00244 -6.42136 -0.18 0.02 0.12
H 0.80904 -6.34278 -8.95843 0.05 -0.08 -0.06
C -1.31436 -2.43742 2.01692 -0.09 -0.33 -0.04
H 2.73109 -4.92057 -8.33830 0.21 -0.06 -0.07
C 5.49748 2.68363 -0.58943 0.02 0.04 -0.12
H 0.42898 -0.00848 -1.72553 -0.17 -0.32 0.05
H -1.79408 1.90641 4.91734 -0.04 0.00 0.00
H 4.75365 5.47005 -1.07146 0.25 0.02 0.03
H -2.13762 3.87269 -2.29422 0.01 -0.07 0.09
H 3.05773 6.77320 -2.25712 0.05 0.18 -0.10
O -0.29733 -0.81539 -6.09151 1.14 -3.27 1.64
C 5.08093 4.08130 1.46332 -0.05 0.06 0.02
H 4.33234 4.46110 2.15901 -0.04 -0.04 0.03
C 0.94720 -4.41262 -0.29809 -1.34 1.50 0.61
C 3.98961 -1.24174 -3.93212 0.33 0.25 -0.26
C 1.75462 -4.72953 -7.92805 0.41 -0.13 -0.27
C 4.50883 -1.17931 3.05667 0.04 0.09 0.10
H 5.09343 -1.70530 2.30170 -0.05 -0.02 -0.07
H -1.15706 -0.39420 2.54080 -0.01 0.28 0.11
S 0.21582 -2.03907 -5.37663 -1.55 2.07 1.06
H 0.72692 6.07257 -2.21048 -0.17 0.03 -0.11
C -0.73034 -4.21419 -6.84867 -0.44 0.08 0.12
C 4.44344 3.22137 0.37422 -0.07 -0.55 0.26
H -0.92554 2.97531 6.01834 -0.07 0.04 0.05
H 8.74544 -1.22711 -5.32202 0.08 0.13 -0.13
C 1.48014 0.65398 3.45106 0.20 0.24 0.88
C 4.81178 -0.60324 -4.85937 -0.81 -0.33 0.14
H 6.00675 3.50767 -1.08902 0.09 0.03 -0.06
C -1.12003 4.26245 -2.29808 0.09 0.02 0.04
H 3.95060 2.36041 0.85967 0.42 0.39 -0.20
C 0.24522 -3.25083 0.38558 -0.26 -0.31 0.26
C 3.01118 -1.29566 2.77893 -0.09 0.00 -0.49
H 9.99117 -0.82315 -4.11903 -0.19 -0.03 0.09
F -3.19660 -3.71107 2.55830 -0.18 0.51 0.89
H -1.78103 3.65346 4.64653 0.06 0.03 -0.10
C 1.18066 1.18498 -0.14589 -0.24 0.14 -0.43
N 1.69372 2.39494 0.40301 -0.92 -1.07 -1.04
H 6.25165 2.09716 -0.06536 0.01 -0.04 0.07
F 0.96819 -4.19500 -1.62902 0.44 -0.77 0.42
H 1.88604 -0.97962 -3.37850 -0.26 0.03 0.40
C 1.99150 -1.92057 -5.20532 -0.03 0.08 -0.32
C 0.91693 0.90261 -1.44757 0.44 0.36 -0.05
H -0.46202 2.86118 -0.81960 -0.01 0.38 -0.13
C 2.54084 -1.35711 -4.14607 0.39 0.01 0.27
F 0.29064 -5.55791 -0.01377 0.91 0.07 -0.61
H 5.58214 4.94161 1.02014 0.07 0.07 -0.01
H 6.40544 -2.31338 -1.83252 0.11 -0.11 0.25
H -0.60599 4.39499 1.13262 0.04 -0.04 0.08
F 2.20998 -4.46613 0.17781 -0.18 -0.76 -0.75
C 2.77776 5.87687 -1.73002 0.10 0.09 -0.01
H -2.13448 4.37037 0.24288 -0.03 -0.06 -0.02
C 8.94384 -0.68717 -4.39411 0.22 0.07 -0.13
C 0.83784 1.38569 4.46124 -0.06 0.39 -0.62
N 1.40111 1.14124 2.08903 -0.63 -0.97 -2.19
C -0.75937 -1.18521 1.93097 0.45 0.42 -0.39
H 1.65802 -0.52463 7.12390 0.03 -0.03 0.16
H 5.04816 2.05777 -1.36100 -0.03 -0.05 0.00
C 5.94502 -1.81505 -2.66628 0.89 -0.04 0.08
F -1.91733 -2.95194 4.20259 -0.95 -0.01 -0.01
C 1.58492 -3.68463 -7.04939 0.83 0.34 -0.25
H 4.36780 -0.17835 -5.74418 -0.01 0.20 -0.10
H 5.82479 3.52029 2.02859 0.01 -0.08 0.00
C -1.17903 2.80551 4.97187 0.06 -0.06 0.04
H 2.81699 -0.86704 1.78251 0.14 -0.21 0.31
H 1.14419 1.60397 -2.22262 0.06 0.31 -0.28
C 0.67796 -5.52255 -8.27064 0.11 -0.07 -0.09
H 4.83146 -0.13851 3.08000 0.02 0.05 -0.03
C 0.75910 -1.98475 0.24271 0.04 0.73 0.31
C 0.29040 -0.92268 1.03616 -0.20 -0.68 0.42
C 4.58525 -1.83772 -2.82467 -0.41 0.15 -0.18
O 8.15091 -1.21009 -3.35783 -1.62 -0.26 0.13
H 0.46715 4.80114 4.04729 -0.10 0.01 -0.05
C 2.20922 -0.50115 3.79034 0.17 0.24 -0.98
C 2.04496 3.56923 -0.36392 0.43 0.52 0.30
F -3.19720 -1.55127 3.06396 -0.24 -0.82 0.58
C 0.34743 -3.42495 -6.51334 -0.67 0.45 0.55
H 0.46114 1.51818 6.55816 -0.16 0.15 0.09
C 0.99446 3.87928 4.29199 0.21 0.05 0.00
C 6.77713 -1.18678 -3.59659 0.31 0.10 0.10
H 1.59144 -1.82889 -0.41965 0.22 0.19 -0.22
H -1.21617 -4.47114 1.36105 -0.03 -0.04 0.01
H 2.91340 -3.26743 3.68295 0.07 -0.02 0.11
H -1.19033 5.33958 -2.44949 -0.07 0.06 -0.05
C -2.44990 -2.67397 2.99419 1.40 0.26 -1.44
C 1.46366 5.46895 -1.71065 -0.05 -0.06 -0.07
H 8.73935 0.37765 -4.51164 0.11 0.08 -0.20
C 2.58592 -2.76809 2.77196 -0.02 0.03 0.06
C 3.38118 3.99579 -0.36931 -0.14 -0.67 0.37


[3]
16
Properties=species:S:1:pos:R:3:forces:R:3 method="wB97M-V/def2-TZVPD" energy_ha=-325.7240 lumo_energy_ev="-0.046 / 0.448" multiplicity=1 charge=0 relative_energy_kcal_mol=134.0 homo_energy_ev="-7.43 / -7.37"
H -0.87033 -0.68972 1.52703 0.01 -0.02 -0.02
H 0.85750 -1.35845 -1.74252 -0.01 0.02 0.00
H 1.32334 -2.16058 -0.23686 -0.03 -0.03 -0.06
C 0.58663 -1.49311 -0.69687 0.11 -0.02 0.17
C -1.75334 1.57096 -0.12957 -0.41 0.69 0.66
N 0.40188 1.33967 -1.41159 -0.32 0.81 -0.51
H 0.00422 0.80078 1.88068 0.03 -0.02 -0.05
C 0.09928 -0.19834 1.45588 0.25 -0.21 0.16
C -0.77835 0.82154 -0.85310 1.75 -1.15 0.21
H 0.82279 -0.75099 2.06770 -0.09 0.00 0.07
C 0.63066 -0.18544 0.04792 -1.36 -0.15 0.10
H 0.74547 2.07908 -0.79330 -0.09 0.03 -0.10
H -1.25649 0.06024 -1.46879 0.02 0.04 0.00
H 1.62590 0.24013 0.01247 -0.09 0.23 -0.13
H -0.38914 -1.97466 -0.62837 0.01 0.03 0.01
O -2.05001 1.89889 0.96929 0.22 -0.25 -0.52


[4]
70
Properties=species:S:1:pos:R:3:forces:R:3 method="wB97M-V/def2-TZVPD" energy_ha=-1704.8717 lumo_energy_ev=-0.236 multiplicity=1 charge=0 relative_energy_kcal_mol=159.6 smiles="NC(N)=O.NC(N)=O.NC(N)=O.NC(N)=O.NC(N)=O.CO.CO.CO.CO.CO" homo_energy_ev=-8.46
O 3.09741 -2.87900 2.08597 0.48 4.39 -3.54
H 2.65490 2.18443 2.94754 0.50 0.08 0.39
N 2.63020 -0.65436 1.85655 -1.91 2.21 3.19
H 4.27991 -2.36931 0.00499 0.44 -0.21 -0.57
H 1.90354 3.68777 2.33007 -0.01 -0.73 0.06
O -2.80747 -1.11995 1.38946 -0.35 -0.07 0.15
C -1.00859 -1.45595 -2.95966 1.03 0.74 1.14
O 0.73350 0.49523 5.20694 -2.46 -4.90 -5.68
O 1.49639 3.80282 -1.96191 1.42 -4.95 -4.80
C -4.45031 1.31146 -1.84370 0.91 -2.56 -2.28
H -4.76464 1.90833 -2.69411 -0.85 0.14 0.42
C 1.71485 2.78495 -2.90038 -2.98 3.72 6.01
H -4.78358 1.57781 -0.89098 -0.15 1.23 1.39
C 3.11010 -1.72428 1.35283 -0.34 -5.14 5.55
H 1.45271 0.84507 -3.33387 0.23 -0.56 -0.26
H -0.94137 -0.74282 2.62144 -0.43 -0.91 -1.14
N 2.32857 2.92298 -4.03023 3.26 3.62 -3.63
H -1.66980 -1.62655 -3.77714 -0.70 -0.43 -0.55
H 1.33344 2.45962 0.48878 1.08 -0.79 0.36
H 2.71854 -4.03430 0.45868 -0.95 -0.55 0.41
H 2.73823 3.88189 -4.23685 -0.86 -1.92 0.54
N 1.15592 1.57993 -2.73865 -0.67 -0.33 2.16
H -0.20718 -0.85812 -0.44470 -1.39 -2.45 -0.80
H 0.26041 -0.08039 1.03481 0.39 -0.01 -0.53
H 1.34223 -0.19233 -0.43507 -0.35 0.23 0.46
H 2.39468 -2.19706 -0.82967 -0.51 -0.96 -0.16
H -1.30563 -2.07610 -2.03756 0.81 0.89 -1.62
H -1.64300 4.52878 1.25297 -1.29 -1.22 -1.50
H 2.51400 2.23455 -4.76590 -0.46 0.25 1.01
H 2.19872 -0.78913 2.78152 0.41 0.08 -0.67
H -2.15746 -2.51972 0.00627 -0.42 0.30 -0.14
H -3.88980 -2.10193 -0.20679 -0.45 -0.28 0.82
H -0.94141 1.38508 0.04166 0.78 -0.15 -0.86
H 1.50302 -5.37755 0.59521 0.69 2.50 -1.16
N 1.69078 -2.77354 -1.28249 -0.35 1.00 -1.40
C 0.26775 -0.39259 4.18644 1.08 4.71 5.63
H 1.47059 -1.89134 4.65893 -0.59 0.22 -1.16
H -2.79103 1.29092 -2.87097 0.43 0.02 -0.80
H 0.48688 -2.24923 3.21166 0.40 1.19 1.33
N 0.79134 -1.56337 3.94569 3.18 -3.65 0.78
C 1.84652 2.57499 2.35666 -0.14 0.71 0.75
H -0.98806 -0.35486 -2.76916 -0.47 -0.81 0.40
H 0.68579 -1.12180 -3.97641 -0.34 0.00 -0.10
H -2.23676 3.83197 -0.28600 0.15 -0.24 -0.04
H 0.75834 1.36360 -1.77768 0.25 0.55 -1.66
H -3.12556 -1.70885 2.07132 -0.14 -0.17 0.29
O 2.01203 2.01838 1.06754 -1.22 0.74 -1.08
H -4.80078 0.24206 -1.92578 0.04 1.00 -0.37
H 3.73762 -0.77950 -0.34409 0.15 0.10 0.44
H -2.75460 -0.93535 -0.61304 0.46 -0.03 0.07
O -0.01304 -4.40491 -1.37663 5.31 2.17 2.95
O -3.00265 1.27937 -1.95123 -0.80 0.18 1.31
N -0.79824 -0.22420 3.43364 -1.59 3.03 1.02
H -2.64526 1.57899 -0.32336 0.28 0.49 1.55
N -2.45754 1.56811 0.71611 -0.52 -2.76 -1.36
H 0.93217 2.26069 2.88376 -0.02 0.14 -0.43
H -1.38639 0.58359 3.61208 0.27 0.24 -0.49
C 0.30601 -0.05597 -0.07019 2.11 -0.68 1.80
N 3.60773 -1.64645 0.15730 2.51 -0.34 -2.75
N 1.81580 -4.43665 0.17110 0.99 -3.90 3.12
C -2.14302 2.64549 1.43060 1.10 -0.61 5.83
O -0.20696 1.08868 -0.56468 -1.29 2.48 0.03
O 0.34703 -1.78275 -3.36751 -0.63 -0.18 -0.10
H -2.40189 0.59334 1.07766 -0.46 1.30 0.40
H 2.49432 0.27618 1.48370 0.30 0.08 -0.74
C -2.92402 -1.72788 0.12122 0.93 -0.18 -1.21
O -1.82563 2.60026 2.75666 -1.44 0.26 -6.33
C 1.17189 -3.89582 -0.80140 -6.48 -1.43 -4.38
N -2.16027 3.76570 0.71259 1.60 3.29 2.22
H 1.24807 -2.40911 -2.12257 0.00 -0.19 0.33


[5]
58
Properties=species:S:1:pos:R:3:forces:R:3 method="wB97M-V/def2-TZVPD" energy_ha=-1683.6256 lumo_energy_ev=-1.084 multiplicity=1 charge=0 relative_energy_kcal_mol=107.6 homo_energy_ev=-10.31
O 33.46445 -33.51456 4.50338 0.38 1.36 0.04
C 32.24354 -34.06916 0.23694 -0.77 -1.15 1.29
H 30.54517 -39.24954 -1.76773 2.35 -10.84 -1.97
O 30.08050 -41.41169 2.16372 -1.16 -2.47 -0.89
O 29.25675 -42.32283 3.92736 -5.77 -6.40 4.66
H 29.21849 -38.02799 -2.04837 2.26 -1.29 0.56
O 33.57639 -38.35185 -2.29003 1.30 -1.66 0.95
H 31.01244 -36.60583 -1.64357 1.45 0.13 -1.11
C 32.99783 -38.25478 -3.45884 1.30 0.42 -2.79
H 33.09246 -41.22963 3.04445 0.90 -5.94 -1.59
O 32.33147 -32.33845 1.65039 -3.33 1.69 5.96
H 34.25313 -36.04400 3.15744 1.97 -2.22 -7.78
F 31.38974 -36.86549 1.68734 -0.49 0.48 0.31
C 32.80505 -37.92044 -1.18917 0.24 2.06 0.77
H 32.80919 -38.64015 -0.24623 -0.28 1.31 -2.35
H 32.85186 -37.49618 4.64800 0.57 0.63 0.07
H 32.04640 -33.95275 -0.81298 0.70 -1.30 -0.62
H 31.58081 -40.52506 1.10745 0.22 -0.18 -0.37
C 32.99397 -32.90726 0.70824 7.15 2.30 -4.87
C 34.59351 -33.05871 0.95329 1.54 -1.52 0.43
H 33.55561 -39.68168 2.68785 -1.12 -0.33 -0.11
O 31.72762 -37.74326 -3.30700 1.23 -0.34 -1.69
H 28.23780 -35.74631 3.02269 -2.52 -1.26 1.23
C 31.00482 -32.77188 1.69299 7.36 -1.35 -4.17
C 30.84386 -40.35050 1.86715 3.03 1.10 1.90
H 33.07554 -32.02157 -0.03863 -0.22 -1.75 -0.23
O 35.57393 -32.87222 5.23746 -4.21 -4.48 -1.95
O 30.24618 -32.27145 2.35695 -5.49 1.86 3.79
H 35.17575 -33.29803 -0.09251 -1.67 0.61 2.59
O 30.94850 -33.72043 0.76320 -2.65 -1.00 0.43
H 30.22862 -39.57983 1.69591 -2.09 3.12 -1.78
C 29.91167 -41.55133 3.48452 5.22 5.21 -4.03
H 32.54249 -35.02425 0.80194 -0.46 0.77 -1.68
H 28.85608 -34.67439 2.11728 -0.50 6.05 -0.93
C 33.74338 -36.89550 4.98540 0.93 -5.49 -10.29
C 34.00632 -35.80594 4.02390 -3.23 4.55 9.62
C 30.21341 -38.43829 -1.55462 -3.86 11.90 3.14
C 31.46173 -39.93140 3.28495 2.89 -6.98 -5.07
H 33.45057 -40.10340 4.25781 -0.81 -0.50 0.33
C 32.82232 -34.66442 4.14062 6.62 -1.26 -4.43
O 33.60954 -38.48261 -4.50072 -2.41 0.50 2.28
H 31.37709 -39.01352 3.42145 -1.10 8.28 1.27
H 33.59258 -36.69108 5.86242 -1.32 2.92 9.48
O 30.70623 -40.66284 4.09589 -1.97 -1.30 3.97
N 29.00632 -35.50210 2.50362 4.06 -2.42 2.10
H 32.27335 -35.02474 4.80440 -5.34 -2.47 5.85
H 33.41273 -36.94351 -0.90077 -1.81 -1.79 0.07
H 30.11929 -38.11426 -0.44482 0.14 -1.38 -1.51
H 35.07530 -32.13388 1.42138 -1.09 -0.89 -1.00
O 35.05415 -35.02437 4.60983 1.64 -0.48 -0.15
H 29.88758 -35.56274 3.13356 -1.20 -0.03 -2.03
H 34.97634 -33.88277 1.74535 -1.30 1.37 -1.85
C 34.74693 -33.77685 4.82029 3.97 5.22 1.76
H 29.13408 -35.92514 1.61622 0.94 -2.59 -0.69
C 31.44196 -37.58669 -1.97409 -1.87 1.07 3.86
H 34.55578 -37.64643 4.89203 -0.24 0.41 0.36
C 32.89544 -40.33176 3.33093 1.80 6.55 1.62
H 32.51094 -34.84667 3.18478 -1.86 1.18 -2.74


[6]
12
Properties=species:S:1:pos:R:3:forces:R:3 method="wB97M-V/def2-TZVPD" energy_ha=-306.3570 lumo_energy_ev=0.818 multiplicity=1 charge=0 relative_energy_kcal_mol=93.7 homo_energy_ev=-9.45
C -1.06344 -0.30317 -0.65523 0.48 -0.97 0.35
H 2.02442 -0.83061 -0.90139 0.11 -0.14 0.06
O 1.70786 0.07290 -0.86666 -0.02 -0.13 -0.32
H -2.17118 -0.19625 -0.64615 0.77 -0.84 0.53
C -0.44913 0.91492 0.01459 -0.18 0.63 -0.08
H 0.03836 -1.52979 1.46271 -0.70 -0.07 -1.26
O -0.92026 0.37318 1.29575 0.68 0.94 1.04
H -0.64977 1.97134 -0.15701 -0.09 -0.10 -0.18
H 1.47381 0.73781 1.07006 -0.24 -0.28 0.06
C 0.90385 0.26625 0.25890 -0.16 0.34 0.08
C -0.18448 -0.73757 0.70342 -0.91 0.22 0.12
H -0.71002 -0.73900 -1.57898 0.26 0.40 -0.41